#P
Here is an isolated molecule of C6H8S2 from OMol25. Energies are from ωB97M-V/def2-TZVPD.

Last column: Löwdin charge in e.
CARTESIAN COORDINATES (ANGSTROEM)
H -0.85 1.11 1.24  0.120
H 1.34 -2.63 0.81  0.064
C 0.86 1.50 -0.02  -0.164
C 0.97 -1.76 0.26  -0.432
H -1.22 1.83 -0.32  0.104
H 2.86 1.34 -0.55  0.058
S 2.21 -0.93 -0.67  0.898
H -0.53 -0.32 -1.46  0.107
H -3.06 -0.28 0.63  -0.133
H 1.03 2.57 0.08  0.101
C -0.32 -1.44 0.33  -0.212
C -0.93 -0.30 -0.43  -0.690
C 1.93 0.80 -0.39  -0.436
H -0.98 -2.03 0.97  0.101
S -2.74 -0.51 -0.65  0.748
C -0.58 1.07 0.17  -0.236

Values from the calculation:
Structure (SMILES): S[C@@H]1C=CSC=CC1
Spin multiplicity: 1
HOMO (Eh): -0.3065



#Q
Here is an isolated molecule of C6H8S2 from OMol25. Energies are from ωB97M-V/def2-TZVPD.

Last column: Löwdin charge in e.
CARTESIAN COORDINATES (ANGSTROEM)
C -0.80 -1.77 -0.56  -0.536
H -0.93 -2.86 -0.52  0.075
H 2.84 -0.17 1.15  0.050
C 1.04 0.14 0.20  -0.692
C -1.64 -1.07 0.51  -0.550
H 2.12 1.52 1.42  0.073
C 0.23 2.20 -0.93  -0.003
H -1.28 -1.35 1.55  0.099
C -0.07 1.09 -0.23  -0.630
H 1.25 2.33 -1.13  0.045
S 0.96 -1.48 -0.30  0.927
H -0.41 3.02 -1.28  0.075
C 2.07 0.55 0.96  -0.016
H -1.04 -1.35 -1.59  0.099
H -2.63 -1.55 0.40  0.078
S -1.71 0.74 0.34  0.906

Values from the calculation:
Structure (SMILES): C=C1SCCSC1=C
Spin multiplicity: 1
HOMO (Eh): -0.3027



Structures ranked by computed energy, the most stable listed first: #P, #Q.



#P
Here is a structure of composition C6H14NO from OMol25. Energies are from ωB97M-V/def2-TZVPD.

Last column: Mulliken spin population.
CARTESIAN COORDINATES (ANGSTROEM)
H 1.14 -0.86 -1.48  -0.006
C -1.71 2.85 -1.29  0.001
H -1.11 4.64 -0.24  0.000
H 1.78 -1.86 0.53  0.033
H -1.37 -0.52 -0.68  -0.002
H 0.24 3.80 -1.28  0.000
C -0.48 -0.55 -0.07  -0.008
H 1.90 -3.70 2.25  0.001
C -0.74 3.82 -0.83  -0.002
H 0.13 -3.70 2.34  -0.002
C 0.90 -2.07 1.16  0.002
H -0.62 0.12 0.80  0.015
C 0.99 -3.50 1.70  0.011
H -2.75 3.12 -1.06  0.000
N -0.31 -1.89 0.42  0.871
C 0.69 -0.03 -0.93  0.071
H 1.48 0.43 -0.32  0.007
H 0.93 -4.20 0.87  -0.002
H 0.33 0.70 -1.66  -0.011
O -1.52 1.94 -2.07  0.000
H 0.95 -1.38 2.00  0.021
H -0.85 2.85 -0.15  0.000

Values from the calculation:
Expectation value of S²: 0.754
Spin multiplicity: 2
HOMO (spin up / spin down) (Eh): -0.3322 / -0.3394



#Q
Here is an isolated molecule of C6H14NO from OMol25. Energies are from ωB97M-V/def2-TZVPD.

Last column: Mulliken spin population.
CARTESIAN COORDINATES (ANGSTROEM)
C 0.84 0.42 -0.98  0.006
O -2.80 -0.93 0.15  0.796
C 0.77 -1.38 0.99  -0.009
H 1.27 0.59 -1.90  0.001
H 1.05 3.81 -0.29  0.000
H -0.76 -2.11 -0.30  -0.006
H 2.52 -0.58 0.12  0.000
H -0.01 3.14 -1.52  0.000
H 1.47 -1.66 -0.98  0.000
H -1.88 -0.35 1.86  0.040
H 1.18 -2.09 1.66  0.003
C 1.00 3.00 -1.04  0.001
H -0.22 -0.02 -1.15  0.000
C 1.49 -0.85 -0.30  0.002
N -0.57 -1.87 0.61  0.063
H -0.14 1.62 0.40  0.004
C -1.75 -0.60 0.83  -0.046
H 1.66 1.74 0.69  0.001
H 1.75 3.01 -1.80  0.001
H 0.57 -0.56 1.67  0.002
H -1.34 0.36 0.35  0.136
C 0.86 1.68 -0.20  0.006

Values from the calculation:
Expectation value of S²: 0.756
Spin multiplicity: 2
HOMO (spin up / spin down) (Eh): -0.3284 / -0.3260



Structures ranked by computed energy, the most stable listed first: #P, #Q.



#P
Here is a cluster of 4 separate species, C2H12O3S in total from OMol25. Energies are from ωB97M-V/def2-TZVPD.

Last column: Löwdin charge in e.
CARTESIAN COORDINATES (ANGSTROEM)
S -1.32 0.16 -2.02  0.669
H 0.15 -1.62 -2.05  0.005
C -1.32 1.75 -1.13  -0.440
C 0.36 -0.56 -1.90  -0.432
H 1.29 -1.04 2.68  -0.012
O 2.23 -1.21 2.89  -0.085
H 0.78 -0.38 -0.81  0.053
O -0.45 -1.25 1.57  -0.095
H -2.13 2.39 -1.54  0.023
O 1.23 1.33 1.37  -0.153
H 0.96 1.27 2.37  0.090
H 0.97 -0.14 -2.77  0.048
H -0.50 -2.12 2.00  0.056
H -1.02 -1.37 0.75  0.066
H -1.51 1.65 -0.05  0.021
H -0.22 2.13 -1.29  0.071
H 1.77 0.47 1.20  0.055
H 2.22 -1.96 3.53  0.060

Values from the calculation:
Structure (SMILES): CSC.O.O.O
Spin multiplicity: 1
HOMO (Eh): -0.3090



#Q
Here is a cluster of 4 separate species, C2H12O3S in total from OMol25. Energies are from ωB97M-V/def2-TZVPD.

Last column: Löwdin charge in e.
CARTESIAN COORDINATES (ANGSTROEM)
H 2.51 1.93 2.19  0.029
O 2.31 0.92 -0.65  -0.059
H 0.74 -1.34 -0.31  0.047
H -1.91 -1.52 0.48  0.054
H 1.38 0.73 -0.86  0.009
O -2.13 -1.04 -2.85  -0.067
C 0.39 -1.53 0.69  -0.185
C -1.03 -1.01 0.90  -0.529
H 0.01 1.27 0.81  -0.158
H 0.28 -2.61 0.78  0.068
H 2.47 1.79 -1.04  0.079
H -3.03 -1.19 -3.16  0.036
O 2.04 1.15 1.87  -0.129
H 2.32 0.95 0.92  -0.016
H -2.15 -1.28 -1.91  0.000
H 1.19 -1.18 1.34  0.067
H -1.45 -0.88 1.92  0.071
S -1.01 0.69 0.14  0.683

Values from the calculation:
Structure (SMILES): CCS.O.O.O
Spin multiplicity: 1
HOMO (Eh): -0.3325



#R
Here is a cluster of 4 separate species, C2H12O3S in total from OMol25. Energies are from ωB97M-V/def2-TZVPD.

Last column: Löwdin charge in e.
CARTESIAN COORDINATES (ANGSTROEM)
H 0.78 -1.75 -1.48  -0.037
C -2.26 -1.45 0.12  -0.405
H 0.43 0.79 -0.88  0.030
H -2.58 -0.69 0.83  0.034
O 1.31 -2.44 -1.06  -0.085
H -0.40 0.40 0.66  0.042
H -3.16 -1.95 -0.24  0.027
C -0.54 0.65 -0.39  -0.430
H -1.05 1.62 -0.42  0.024
H -1.60 -2.16 0.60  0.038
H -0.21 4.90 1.09  0.034
H 0.37 3.64 0.40  0.010
H 2.14 -1.00 0.80  -0.005
H 3.60 -0.58 0.89  0.037
O 0.55 4.55 0.62  -0.050
H 1.27 -3.17 -1.70  0.043
S -1.47 -0.62 -1.28  0.755
O 2.82 -0.75 1.44  -0.063

Values from the calculation:
Structure (SMILES): CSC.O.O.O
Spin multiplicity: 1
HOMO (Eh): -0.3321



Structures ranked by computed energy, the most stable listed first: #R, #Q, #P.



#P
Here is a cluster of 3 separate species, C6H17N3 in total from OMol25. Energies are from ωB97M-V/def2-TZVPD.

Last column: Löwdin charge in e.
CARTESIAN COORDINATES (ANGSTROEM)
H 0.70 -3.06 2.00  0.077
H 0.57 2.71 -0.79  0.054
H 2.36 -1.76 -1.05  0.054
H 1.04 -1.36 2.34  0.073
H -0.62 -0.69 -2.75  0.107
H -1.10 4.00 0.85  0.064
H -2.56 -0.04 -1.46  0.083
H 0.96 -0.29 -2.25  0.098
C -1.92 -0.26 -0.60  -0.020
N -0.04 -0.17 -2.12  0.166
C 0.46 -2.03 1.67  -0.202
C -0.86 2.92 0.89  -0.183
H 2.77 -1.23 0.60  0.076
H -1.15 2.40 -1.24  0.054
C 2.15 -1.94 0.02  -0.212
C -0.41 2.42 -0.44  -0.140
H -2.27 0.28 0.27  0.077
H 2.55 -2.94 0.24  0.080
N 0.74 -1.86 0.27  -0.155
H -0.09 2.78 1.65  0.062
H -0.60 -1.87 1.88  0.060
H -1.97 -1.33 -0.39  0.086
H -1.76 2.41 1.23  0.055
C -0.48 0.05 -0.87  -0.576
H 1.25 0.50 -0.11  0.067
N 0.27 0.38 0.16  0.096

Values from the calculation:
Spin multiplicity: 1
HOMO (spin up / spin down) (Eh): -0.2794 / -0.2136



#Q
Here is a structure of composition C6H17N3 from OMol25. Energies are from ωB97M-V/def2-TZVPD.

Last column: Löwdin charge in e.
CARTESIAN COORDINATES (ANGSTROEM)
C 1.44 1.46 2.07  -0.132
C -2.64 0.34 -1.58  -0.092
H -0.44 0.80 -3.17  0.072
N -0.21 0.60 -1.09  -0.224
H -1.60 -0.28 0.18  0.092
H 1.28 1.42 3.15  0.067
H 1.24 2.50 1.75  0.087
C 0.31 0.50 -2.44  -0.107
H 2.49 1.26 1.84  0.076
H -3.52 -0.26 -1.32  0.069
N 0.75 -2.23 1.34  -0.071
C -1.40 -0.23 -0.89  -0.277
H 1.21 -1.12 2.91  0.072
H -0.32 -0.28 1.85  0.081
H -2.54 0.32 -2.67  0.057
H -0.04 -2.85 1.19  0.075
H 1.20 -0.67 -0.13  0.113
H 1.56 -2.77 1.62  0.078
C 0.48 0.60 1.31  -0.159
H -1.22 -1.27 -1.22  0.113
C 0.85 0.39 -0.10  -0.263
H 1.73 0.97 -0.40  0.117
H -2.81 1.37 -1.27  0.077
H 1.16 1.18 -2.55  0.080
N 0.40 -1.25 2.31  -0.087
H 0.65 -0.52 -2.69  0.088

Values from the calculation:
Spin multiplicity: 1
HOMO (Eh): -0.2746



Structures ranked by computed energy, the most stable listed first: #P, #Q.



#P
Here is an isolated molecule of C11H20N2O5 from OMol25. Energies are from ωB97M-V/def2-TZVPD.

Last column: Löwdin charge in e.
CARTESIAN COORDINATES (ANGSTROEM)
H -3.04 -1.78 -1.30  0.086
C 1.22 1.56 0.65  -0.168
H -0.63 -0.82 0.76  0.144
H -2.32 -2.52 -2.80  0.075
N -0.16 -2.21 -1.23  0.052
O -1.22 -3.84 -0.13  0.025
N 0.57 0.56 -0.20  -0.034
H 0.44 2.02 -2.69  0.108
C 1.91 0.81 1.82  -0.224
C 1.21 -0.55 1.81  -0.263
C -0.57 1.17 -0.94  -0.231
H 0.94 1.81 3.22  0.096
H 2.92 0.65 1.50  0.147
H 0.77 -0.64 3.72  0.113
H -1.85 2.74 -0.05  0.124
H 1.96 2.10 0.08  0.149
O 0.53 -0.04 -2.77  -0.118
H 0.46 3.45 1.33  0.152
C 0.40 -0.72 0.54  -0.218
H -0.27 -1.47 -1.95  0.098
H 1.89 -1.84 -0.65  0.147
O 1.86 1.45 3.10  -0.014
C -1.24 -3.00 -1.03  -0.532
H 0.86 -2.74 0.56  0.122
H 1.97 -1.30 1.89  0.144
H -0.69 0.92 1.99  0.102
O -0.68 1.91 2.12  -0.022
O 0.27 -0.71 2.89  -0.011
C 0.05 2.48 1.05  -0.299
H -1.46 0.61 -0.78  0.124
C -0.20 1.17 -2.48  -0.138
H 1.35 -0.05 -2.20  0.102
C -0.80 2.51 -0.21  -0.068
H -3.20 -3.56 -1.73  0.082
C -2.56 -2.68 -1.74  -0.002
H -0.40 3.30 -0.87  0.122
C 0.85 -1.98 -0.21  -0.101
H -1.13 1.21 -3.07  0.128

Values from the calculation:
Structure (SMILES): CC(=O)NC[C@H]1[C@H](O)[C@H](O)[C@@H]2[C@H](O)C[C@@H](CO)N21
Spin multiplicity: 1
HOMO (Eh): -0.3285



#Q
Here is an isolated molecule of C11H20N2O5 from OMol25. Energies are from ωB97M-V/def2-TZVPD.

Last column: Löwdin charge in e.
CARTESIAN COORDINATES (ANGSTROEM)
H -2.42 -0.90 1.08  0.125
H 2.37 -2.87 1.35  0.109
C 2.75 -2.21 -1.19  -0.080
H -3.10 0.67 1.73  0.148
H 1.29 -0.25 -0.90  0.163
H 2.37 2.60 -0.63  0.144
H -1.25 0.38 -0.64  0.155
H -4.25 0.84 -0.65  0.153
H 1.29 -1.41 1.29  0.054
H 3.49 -2.03 -1.95  0.060
H -5.98 -2.07 -0.88  0.188
C -4.58 -1.12 0.05  -0.479
C -3.61 -0.01 -0.29  -0.119
H -3.02 -0.48 -1.15  0.156
O -4.77 -1.87 1.04  0.060
C 1.70 0.79 -0.45  -0.352
N 1.55 2.07 -1.06  0.051
N -0.28 0.86 1.19  0.117
C 2.33 -1.72 1.28  -0.073
O 1.75 1.01 1.97  0.035
O -0.94 3.18 -0.56  0.103
H 1.82 1.92 -2.04  0.111
H -0.50 1.26 2.15  0.187
H 2.67 -1.16 2.15  0.066
H 2.96 -3.20 -1.16  0.033
O -5.34 -1.27 -1.08  0.037
C 1.05 0.98 0.95  -0.466
H 4.27 -1.56 0.12  0.123
C -1.50 0.92 0.31  -0.202
H 3.81 0.89 0.44  0.158
C -1.90 2.45 0.08  -0.409
C -2.66 0.13 0.87  -0.160
H 3.67 0.46 -1.26  0.107
O -2.95 3.00 0.39  0.100
H 1.73 -1.90 -1.55  0.087
C 3.13 0.25 -0.32  -0.149
C 3.20 -1.33 0.04  -0.347
H -0.14 2.71 -0.72  0.007

Values from the calculation:
Structure (SMILES): CC(C)C[C@H](N)C(=O)N[C@@H](CCC(=O)O)C(=O)O
Spin multiplicity: 1
HOMO (Eh): -0.3628



Structures ranked by computed energy, the most stable listed first: #P, #Q.



#P
Here is a structure of composition C4H7F from OMol25. Energies are from ωB97M-V/def2-TZVPD.

Last column: Löwdin charge in e.
CARTESIAN COORDINATES (ANGSTROEM)
C 0.16 -0.12 -0.66  -0.315
H -0.43 -0.67 1.41  0.062
H 0.29 -0.71 -1.66  0.166
C -0.68 -0.74 0.35  -0.256
F 2.46 -0.33 -0.30  -0.117
C -1.26 0.47 -0.38  -0.097
H -2.13 0.23 -0.98  0.096
H 1.45 1.86 0.11  0.174
C 1.36 0.50 0.18  -0.154
H 1.05 0.33 1.51  0.179
H -1.35 1.22 0.35  0.074
H -0.92 -2.06 0.06  0.189

Values from the calculation:
Spin multiplicity: 1
HOMO (Eh): -0.3664



#Q
Here is an isolated molecule of C4H7F from OMol25. Energies are from ωB97M-V/def2-TZVPD.

Last column: Löwdin charge in e.
CARTESIAN COORDINATES (ANGSTROEM)
C 0.41 1.37 0.13  0.056
H -2.22 0.67 -0.97  0.139
C -0.47 -0.82 -0.02  -0.223
H -0.24 -1.36 1.08  0.199
H -0.32 -1.78 -0.66  0.144
C -1.84 -0.02 -0.04  -0.114
C 0.50 0.10 -0.11  -0.637
H 1.39 1.62 0.32  0.039
H -0.53 2.09 -0.45  0.182
H -1.63 0.57 0.82  0.028
H -2.46 -0.74 0.50  0.060
F 1.60 -0.53 -0.05  0.127

Values from the calculation:
Structure (SMILES): C=C(F)CC
Spin multiplicity: 1
HOMO (Eh): -0.3401



Structures ranked by computed energy, the most stable listed first: #Q, #P.